# 1
Density functional theory data (ωB97M-V/def2-TZVPD) for 2 unconnected molecules or ions with the total composition C5H14.

Computed properties:
- SMILES string: CCC.CC
- Relative energy (zero: lowest compared OMol25 entry of this formula, charge and spin): 14.9 kcal per mole
- Net charge: 0
- HOMO-LUMO gap: 12.098 eV

Each line ends with the Löwdin charge.
Atoms and positions in Å:
C  1.639  0.103  0.211  -0.101
C  1.001  1.479  -0.130  -0.325
C  1.028  2.497  0.987  -0.131
H  2.310  -0.207  -0.583  0.070
H  0.795  -0.565  0.284  0.024
H  2.121  0.132  1.189  0.070
H  1.550  1.851  -1.007  0.093
H  0.016  1.353  -0.599  0.089
H  0.756  2.049  1.947  0.070
H  2.074  2.811  1.067  0.072
H  0.438  3.403  0.860  0.065
C  -2.290  -2.174  -0.009  -0.158
C  -1.278  -1.744  -1.052  -0.170
H  -2.211  -3.179  0.397  0.060
H  -2.348  -1.485  0.833  0.061
H  -3.287  -2.162  -0.470  0.062
H  -1.590  -1.281  -1.993  0.068
H  -0.631  -2.523  -1.466  0.069
H  -0.610  -0.982  -0.654  0.009



# 2
Density functional theory data (ωB97M-V/def2-TZVPD) for 2 unconnected molecules or ions with the total composition C5H14.

Computed properties:
- SMILES string: CCC.CC
- Relative energy (zero: lowest compared OMol25 entry of this formula, charge and spin): 30.7 kcal per mole
- Net charge: 0
- HOMO-LUMO gap: 11.988 eV

Each line ends with the Löwdin charge.
Atoms and positions in Å:
C  -2.233  -0.727  1.388  -0.173
C  -0.978  -0.787  0.671  -0.329
C  -0.439  -2.294  0.558  -0.088
H  -2.583  0.248  1.690  0.058
H  -2.328  -1.303  2.370  0.099
H  -3.107  -1.083  0.808  0.081
H  -1.034  -0.345  -0.360  0.109
H  -0.133  -0.217  1.028  0.081
H  -0.641  -2.890  1.412  0.042
H  -1.153  -2.804  -0.173  0.093
H  0.567  -2.310  0.328  0.026
C  2.227  1.307  -1.571  -0.164
C  1.312  2.249  -0.789  -0.177
H  2.366  0.323  -1.084  0.068
H  1.694  1.100  -2.590  0.100
H  3.095  1.641  -1.862  -0.013
H  1.207  3.265  -1.349  0.090
H  1.877  2.597  0.094  0.061
H  0.283  2.030  -0.570  0.036



# 3
Density functional theory data (ωB97M-V/def2-TZVPD) for 2 unconnected molecules or ions with the total composition C5H14.

Computed properties:
- Relative energy (zero: lowest compared OMol25 entry of this formula, charge and spin): 36.2 kcal per mole
- Net charge: +1
- 2S+1: 2
- HOMO-LUMO gap (alpha / beta): 13.385 / 4.091 eV

Each line ends with the Löwdin charge.
Atoms and positions in Å:
C  0.190  1.567  1.491  -0.103
C  -0.469  2.788  1.005  -0.114
H  -0.055  0.925  0.666  0.049
H  1.364  1.452  1.499  0.154
H  -0.195  1.145  2.471  0.121
H  0.231  3.585  1.217  0.107
H  -1.345  3.053  1.604  0.095
H  -0.714  2.876  -0.117  0.131
C  -0.426  -1.720  -1.136  -0.289
C  0.350  -0.519  -1.514  -0.067
C  0.250  -2.504  -0.070  -0.100
H  -1.526  -1.329  -0.800  0.196
H  -0.599  -2.365  -2.082  0.179
H  1.363  -0.837  -1.909  0.141
H  1.376  -2.483  0.078  0.121
H  -0.018  -2.318  0.945  0.085
H  0.313  0.254  -0.770  0.055
H  -0.234  0.036  -2.288  0.131
H  0.144  -3.605  -0.291  0.107



# 4
Density functional theory data (ωB97M-V/def2-TZVPD) for 2 unconnected molecules or ions with the total composition C5H14.

Computed properties:
- Relative energy (zero: lowest compared OMol25 entry of this formula, charge and spin): 25.5 kcal per mole
- Net charge: +1
- 2S+1: 2
- HOMO-LUMO gap (alpha / beta): 10.664 / 3.289 eV

Each line ends with the Löwdin charge.
Atoms and positions in Å:
C  -2.376  -0.189  1.381  -0.153
C  -2.001  -1.590  1.818  0.030
C  -1.543  0.809  0.641  0.018
H  -2.558  0.386  2.372  0.251
H  -3.262  -0.078  0.837  0.114
H  -1.986  -1.649  2.884  0.109
H  -2.540  -2.303  1.268  0.094
H  -2.053  1.748  0.373  0.132
H  -0.982  -1.688  1.522  0.119
H  -1.424  0.304  -0.360  0.183
H  -0.621  1.109  1.091  0.099
C  3.081  0.210  -1.083  -0.179
C  2.272  0.490  -2.363  -0.196
H  2.323  0.171  -0.190  0.065
H  3.736  -0.667  -0.923  0.063
H  3.753  1.103  -0.910  0.073
H  2.111  -0.351  -3.035  0.052
H  2.791  1.199  -3.062  0.073
H  1.278  0.986  -2.260  0.053



# 5
Density functional theory data (ωB97M-V/def2-TZVPD) for 2 unconnected molecules or ions with the total composition C5H14.

Computed properties:
- Relative energy (zero: lowest compared OMol25 entry of this formula, charge and spin): 43.6 kcal per mole
- Net charge: +1
- 2S+1: 2
- HOMO-LUMO gap (alpha / beta): 13.742 / 3.950 eV

Each line ends with the Löwdin charge.
Atoms and positions in Å:
C  2.088  1.569  0.430  -0.195
C  1.368  0.979  -0.864  -0.012
C  1.637  0.712  1.574  -0.069
H  3.129  1.746  0.193  0.156
H  1.741  2.574  0.609  0.139
H  1.470  1.486  -1.874  0.121
H  0.530  0.470  1.384  0.113
H  2.257  -0.274  1.662  0.154
H  1.914  1.146  2.409  0.023
H  1.546  -0.013  -0.940  0.039
H  0.179  1.019  -0.725  0.142
C  -2.125  -2.168  -0.415  -0.104
C  -2.400  -0.650  -0.591  -0.077
H  -2.328  -2.746  -1.321  0.086
H  -1.016  -2.309  -0.214  0.103
H  -2.619  -2.630  0.457  0.096
H  -1.324  -0.211  -0.385  0.101
H  -3.192  -0.281  0.145  0.114
H  -2.854  -0.417  -1.537  0.070



# 6
Density functional theory data (ωB97M-V/def2-TZVPD) for 2 unconnected molecules or ions with the total composition C5H14.

Computed properties:
- Relative energy (zero: lowest compared OMol25 entry of this formula, charge and spin): 7.2 kcal per mole
- Net charge: +1
- 2S+1: 2
- HOMO-LUMO gap (alpha / beta): 13.621 / 5.014 eV

Each line ends with the Löwdin charge.
Atoms and positions in Å:
C  0.150  -1.090  1.913  -0.100
C  1.573  -0.663  1.713  -0.126
H  -0.049  -1.326  2.954  0.096
H  -0.591  -0.249  1.694  0.109
H  -0.246  -1.839  1.211  0.086
H  1.756  -0.018  0.848  0.068
H  2.259  -1.507  1.614  0.100
H  1.928  -0.109  2.581  0.087
C  -0.920  0.616  -0.764  -0.221
C  -0.347  -0.657  -1.307  -0.065
C  -0.525  1.832  -1.615  -0.004
H  -1.989  0.480  -0.682  0.136
H  -0.525  0.877  0.275  0.161
H  -0.759  -1.551  -0.800  0.100
H  0.730  -0.687  -1.183  0.091
H  0.542  1.931  -1.884  0.113
H  -1.047  1.690  -2.581  0.134
H  -0.621  -0.800  -2.368  0.132
H  -0.751  2.751  -1.065  0.102



Which of these has the highest relative energy (zero: lowest compared OMol25 entry of this formula, charge and spin)? number 5